Record 1
{"formula": "C36H24O12", "method": "ωB97M-V/def2-TZVPD", "charge": 0, "relative_energy_ev": 2.9485, "lumo_ev": -2.301, "homo_energy_ev": -10.1, "gap_ha": 0.2875, "e_tot_ev": -62280.05283, "symbols": ["O", "C", "C", "C", "C", "O", "C", "C", "H", "H", "H", "H", "O", "C", "C", "C", "C", "O", "C", "C", "H", "H", "H", "H", "O", "C", "C", "C", "C", "O", "C", "C", "H", "H", "H", "H", "O", "C", "C", "C", "C", "O", "C", "C", "H", "H", "H", "H", "O", "C", "C", "C", "C", "O", "C", "C", "H", "H", "H", "H", "O", "C", "C", "C", "C", "O", "C", "C", "H", "H", "H", "H"], "positions_angstrom": [[17.068, 12.707, 8.198], [17.417, 13.893, 8.101], [16.629, 15.054, 8.585], [17.093, 16.350, 8.336], [18.354, 16.682, 7.699], [18.750, 17.891, 7.660], [19.064, 15.541, 7.129], [18.667, 14.273, 7.431], [15.681, 14.768, 9.016], [16.452, 17.153, 8.669], [19.810, 15.748, 6.376], [19.206, 13.493, 6.914], [15.210, 16.931, 11.980], [15.582, 18.030, 12.332], [15.219, 18.628, 13.585], [15.705, 19.738, 14.114], [16.618, 20.689, 13.451], [16.871, 21.794, 13.882], [17.160, 20.041, 12.193], [16.683, 18.768, 11.707], [14.469, 18.081, 14.138], [15.368, 20.055, 15.089], [17.941, 20.515, 11.617], [17.151, 18.422, 10.798], [12.089, 16.413, 14.109], [11.763, 16.629, 15.254], [11.806, 17.902, 15.898], [11.201, 18.137, 17.122], [10.744, 16.965, 17.974], [10.257, 17.097, 19.129], [11.004, 15.671, 17.376], [11.479, 15.475, 16.119], [12.130, 18.689, 15.233], [11.134, 19.146, 17.499], [10.883, 14.826, 18.038], [11.747, 14.472, 15.823], [11.803, 11.414, 13.030], [12.691, 12.072, 12.521], [13.737, 11.550, 11.753], [14.777, 12.313, 11.289], [15.104, 13.615, 11.857], [16.174, 14.182, 11.661], [13.974, 14.206, 12.628], [12.829, 13.542, 12.874], [13.439, 10.643, 11.247], [15.326, 11.877, 10.467], [14.106, 15.263, 12.804], [11.974, 14.158, 13.113], [10.678, 8.025, 9.476], [9.949, 8.972, 9.707], [8.511, 8.889, 9.243], [7.616, 9.906, 9.316], [7.898, 11.187, 9.988], [7.100, 12.061, 10.087], [9.241, 11.308, 10.569], [10.168, 10.265, 10.497], [8.035, 8.098, 8.682], [6.603, 9.763, 8.970], [9.531, 12.192, 11.118], [11.051, 10.461, 11.086], [13.004, 8.299, 12.568], [12.755, 8.235, 13.826], [13.869, 7.876, 14.705], [13.661, 7.679, 16.080], [12.435, 8.077, 16.837], [12.297, 8.016, 18.070], [11.355, 8.413, 15.953], [11.503, 8.552, 14.643], [14.827, 7.633, 14.270], [14.465, 7.265, 16.671], [10.389, 8.537, 16.418], [10.665, 8.837, 14.025]], "lowdin_charge": [0.09, -0.37, 0.05, 0.03, -0.37, 0.06, 0.02, 0.03, 0.11, 0.11, 0.12, 0.12, 0.11, -0.40, 0.00, 0.01, -0.38, 0.12, 0.08, 0.06, 0.11, 0.12, 0.10, 0.10, 0.10, -0.42, 0.01, 0.07, -0.34, 0.08, 0.01, 0.04, 0.12, 0.11, 0.12, 0.12, 0.08, -0.41, 0.01, 0.06, -0.37, 0.10, 0.02, 0.04, 0.12, 0.12, 0.08, 0.10, 0.11, -0.34, 0.02, 0.01, -0.44, 0.13, 0.04, 0.06, 0.11, 0.12, 0.11, 0.06, 0.05, -0.31, 0.02, 0.05, -0.38, 0.09, -0.01, 0.03, 0.11, 0.11, 0.13, 0.11]}


Record 2
{"formula": "C36H36F12O36", "method": "ωB97M-V/def2-TZVPD", "charge": 0, "relative_energy_ev": 8.4244, "lumo_ev": -0.672, "homo_energy_ev": -10.7, "gap_ha": 0.3676, "e_tot_ev": -144229.87668, "symbols": ["O", "C", "O", "C", "C", "F", "O", "H", "H", "H", "O", "C", "O", "C", "C", "F", "O", "H", "H", "H", "O", "C", "O", "C", "C", "F", "O", "H", "H", "H", "O", "C", "O", "C", "C", "F", "O", "H", "H", "H", "O", "C", "O", "C", "C", "F", "O", "H", "H", "H", "O", "C", "O", "C", "C", "F", "O", "H", "H", "H", "O", "C", "O", "C", "C", "F", "O", "H", "H", "H", "O", "C", "O", "C", "C", "F", "O", "H", "H", "H", "O", "C", "O", "C", "C", "F", "O", "H", "H", "H", "O", "C", "O", "C", "C", "F", "O", "H", "H", "H", "O", "C", "O", "C", "C", "F", "O", "H", "H", "H", "O", "C", "O", "C", "C", "F", "O", "H", "H", "H"], "positions_angstrom": [[15.468, 11.914, -7.856], [14.848, 12.596, -7.023], [15.035, 13.889, -6.765], [14.148, 14.292, -5.710], [13.650, 12.954, -5.131], [12.410, 13.065, -4.835], [13.859, 12.108, -6.212], [14.415, 15.019, -4.944], [13.291, 14.677, -6.261], [14.270, 12.883, -4.237], [17.234, 14.102, -17.065], [17.974, 13.451, -16.285], [18.766, 12.508, -16.657], [19.467, 11.925, -15.510], [19.292, 13.034, -14.528], [20.205, 13.950, -14.505], [18.128, 13.677, -15.031], [18.810, 11.108, -15.211], [20.467, 11.519, -15.662], [19.154, 12.752, -13.484], [24.542, 9.596, -3.637], [24.311, 8.727, -4.476], [23.943, 8.915, -5.762], [23.460, 7.755, -6.312], [23.865, 6.702, -5.250], [24.896, 6.134, -5.770], [24.256, 7.387, -4.166], [22.392, 7.766, -6.527], [23.903, 7.523, -7.280], [23.157, 5.887, -5.098], [17.706, 12.139, -2.418], [18.653, 12.195, -3.207], [19.939, 12.800, -3.079], [20.685, 12.718, -4.266], [19.684, 12.012, -5.174], [20.235, 10.922, -5.678], [18.590, 11.617, -4.367], [21.167, 13.645, -4.578], [21.545, 12.073, -4.088], [19.520, 12.648, -6.044], [12.818, 6.053, -18.680], [14.016, 5.777, -18.521], [14.593, 4.799, -19.255], [15.854, 4.670, -18.878], [16.062, 5.881, -17.895], [16.749, 6.846, -18.462], [14.819, 6.322, -17.658], [15.918, 3.685, -18.415], [16.629, 4.711, -19.644], [16.584, 5.632, -16.971], [24.051, 3.580, -14.609], [23.826, 4.254, -13.625], [24.593, 4.320, -12.524], [23.953, 5.259, -11.614], [23.006, 6.009, -12.469], [23.608, 7.111, -12.971], [22.732, 5.073, -13.498], [23.247, 4.752, -10.957], [24.648, 5.926, -11.104], [22.088, 6.305, -11.960], [12.123, 6.660, -8.656], [11.521, 7.737, -8.726], [12.128, 8.949, -8.883], [11.207, 10.002, -9.068], [9.868, 9.334, -9.023], [9.383, 9.484, -10.215], [10.247, 7.944, -8.871], [11.244, 10.733, -8.260], [11.380, 10.468, -10.038], [9.221, 9.826, -8.297], [18.647, 7.620, -13.243], [18.279, 8.082, -12.176], [17.931, 7.448, -11.071], [17.555, 8.442, -10.124], [18.512, 9.513, -10.553], [19.758, 9.233, -10.084], [18.400, 9.300, -11.908], [16.565, 8.879, -10.253], [17.793, 8.256, -9.077], [18.229, 10.506, -10.205], [13.381, 1.099, -12.175], [13.915, 2.099, -12.665], [14.925, 2.811, -12.226], [15.238, 3.916, -13.034], [14.423, 3.534, -14.294], [15.093, 2.811, -15.046], [13.416, 2.720, -13.782], [14.862, 4.743, -12.432], [16.296, 4.088, -13.231], [13.949, 4.316, -14.888], [12.092, 8.634, -2.515], [13.179, 8.151, -2.853], [14.279, 8.320, -2.090], [15.376, 7.612, -2.734], [14.952, 7.772, -4.179], [15.374, 6.882, -5.067], [13.544, 7.778, -4.081], [16.303, 8.185, -2.723], [15.498, 6.601, -2.346], [15.345, 8.713, -4.563], [24.060, 8.577, -19.705], [23.204, 7.881, -19.210], [22.453, 8.167, -18.125], [21.296, 7.389, -18.290], [21.813, 6.144, -19.021], [20.889, 5.786, -19.944], [22.864, 6.693, -19.688], [20.871, 7.195, -17.305], [20.528, 7.808, -18.941], [21.929, 5.325, -18.311], [20.133, 13.994, -9.874], [21.333, 13.818, -9.705], [22.064, 14.178, -8.573], [23.436, 14.019, -8.768], [23.428, 13.092, -10.021], [23.462, 11.735, -9.654], [22.193, 13.484, -10.639], [23.919, 14.992, -8.850], [23.864, 13.577, -7.868], [24.246, 13.335, -10.700]], "lowdin_charge": [0.11, -0.50, 0.08, -0.03, -0.41, 0.15, 0.14, 0.15, 0.14, 0.18, 0.10, -0.62, 0.10, 0.01, -0.35, 0.13, 0.17, 0.14, 0.15, 0.17, 0.14, -0.46, 0.09, -0.08, -0.42, 0.11, 0.17, 0.13, 0.14, 0.17, 0.13, -0.48, 0.05, -0.07, -0.32, 0.09, 0.16, 0.14, 0.14, 0.17, 0.13, -0.52, 0.10, -0.11, -0.37, 0.11, 0.19, 0.14, 0.14, 0.17, 0.15, -0.52, 0.10, -0.05, -0.34, 0.08, 0.12, 0.14, 0.15, 0.17, 0.13, -0.53, 0.06, -0.07, -0.32, 0.12, 0.16, 0.13, 0.15, 0.18, 0.14, -0.64, 0.11, -0.05, -0.31, 0.08, 0.17, 0.15, 0.15, 0.18, 0.13, -0.51, 0.09, -0.03, -0.43, 0.17, 0.13, 0.14, 0.14, 0.17, 0.13, -0.52, 0.07, -0.03, -0.35, 0.11, 0.15, 0.14, 0.15, 0.17, 0.17, -0.54, 0.09, -0.08, -0.33, 0.07, 0.17, 0.14, 0.14, 0.18, 0.14, -0.51, 0.04, -0.08, -0.21, 0.04, 0.14, 0.14, 0.14, 0.17]}


Record 3
{"formula": "C3H4O2", "method": "ωB97M-V/def2-TZVPD", "charge": 0, "relative_energy_ev": 3.5827, "lumo_ev": 0.492, "homo_energy_ev": -8.5, "gap_ha": 0.3294, "e_tot_ev": -7267.10326, "symbols": ["C", "C", "C", "O", "O", "H", "H", "H", "H"], "positions_angstrom": [[-1.507, -0.302, -0.260], [-0.060, -0.247, -0.720], [1.207, -0.086, 0.182], [-1.775, 0.253, 0.844], [1.161, 0.645, 1.152], [0.091, -1.057, -1.336], [-0.003, 0.754, -1.203], [2.003, -0.776, 0.090], [-1.116, 0.817, 1.252]], "lowdin_charge": [-0.09, -0.17, -0.21, 0.05, 0.02, 0.06, 0.14, 0.10, 0.10]}


Record 4
{"formula": "CH2Cl2NO2S", "method": "ωB97M-V/def2-TZVPD", "charge": -1, "relative_energy_ev": 1.2762, "lumo_ev": 3.594, "homo_energy_ev": -4.0, "gap_ha": 0.2782, "e_tot_ev": -42534.35947, "symbols": ["N", "S", "O", "O", "C", "Cl", "Cl", "H", "H"], "positions_angstrom": [[-0.095, -0.410, 0.406], [-1.137, -1.143, -0.769], [-2.317, -1.516, -0.035], [-0.309, -2.203, -1.310], [-1.726, 0.416, -1.760], [-2.760, -0.343, -3.004], [-0.261, 0.906, -2.748], [0.516, 0.065, -0.193], [0.284, -1.272, 0.772]], "lowdin_charge": [-0.10, 0.41, -0.41, -0.41, -1.14, 0.34, 0.29, -0.03, 0.03]}